C48H54N4O2P2ReSi | ωB97M-V/def2-TZVPD

Output
<S²>   3.775
Energy   -3280.9011 Eh
Charge   +2
LUMO energy (alpha / beta)   -5.869 / -7.020 eV
Multiplicity   4
Gap between HOMO and LUMO (alpha / beta)   6.4311 / 5.5297 eV

Last column: Mulliken charge in e.
Element x y z (Å)
1 Re -0.08495 -0.59793 -0.17796  1.982
2 C 3.36248 -0.81317 1.57959  -1.139
3 C 3.65011 -0.12282 0.23258  0.512
4 C 4.97229 -0.62664 -0.35110  -1.566
5 P 2.19944 -0.11843 -0.96331  -0.548
6 C 2.50183 -0.96492 -2.58010  1.437
7 C 2.72041 -2.46782 -2.36740  -1.360
8 C 3.55137 -0.37515 -3.52107  -1.707
9 C 1.99776 1.66278 -1.19789  -0.515
10 C 3.01898 2.42934 -1.76789  -0.270
11 C 3.01076 3.80542 -1.67267  -1.191
12 C 2.00652 4.41068 -0.92517  -1.022
13 C 0.99102 3.66347 -0.35547  -0.620
14 C 0.92941 2.27331 -0.52887  0.693
15 N -0.07133 1.45986 0.02593  0.828
16 C -1.18495 2.01171 0.71750  -0.107
17 C -1.93520 3.06738 0.21199  -0.306
18 C -2.97646 3.60377 0.95404  -1.037
19 C -3.27306 3.10774 2.21790  -1.260
20 C -2.57628 2.01119 2.69852  -0.523
21 C -1.56612 1.42680 1.93349  -0.451
22 P -0.66253 -0.10771 2.29895  0.730
23 C 0.61454 0.39342 3.53829  0.407
24 C 1.43011 1.56475 2.97316  -1.617
25 C 0.01578 0.78562 4.89005  -1.408
26 C -1.73628 -1.41066 3.07719  2.076
27 C -0.81371 -2.40403 3.80220  -1.717
28 C -2.90057 -0.97484 3.96217  -1.680
29 H 3.82467 -0.24497 2.38985  0.418
30 H 2.29544 -0.90257 1.79600  -0.180
31 H 3.79065 -1.81278 1.60434  0.599
32 H 3.75012 0.94495 0.41369  0.909
33 H 4.94665 -1.69690 -0.55756  0.291
34 H 5.26668 -0.09517 -1.25384  0.331
35 H 5.75414 -0.45380 0.39151  0.445
36 H 1.52607 -0.83254 -3.04965  0.094
37 H 3.75107 -2.68849 -2.08854  0.264
38 H 2.05878 -2.88161 -1.60097  0.040
39 H 2.51117 -3.00074 -3.29755  0.559
40 H 4.56026 -0.42093 -3.11484  0.265
41 H 3.54915 -0.97110 -4.43770  0.499
42 H 3.32472 0.65202 -3.80226  0.377
43 H 3.85098 1.94254 -2.26118  0.486
44 H 3.79440 4.39516 -2.13111  0.524
45 H 2.02624 5.48221 -0.76431  0.447
46 H 0.24927 4.16199 0.25257  0.613
47 H -1.70472 3.45863 -0.77090  0.710
48 H -3.55459 4.42463 0.54745  0.492
49 H -4.05249 3.55920 2.81813  0.514
50 H -2.82846 1.61498 3.67249  0.557
51 H 1.26783 -0.47219 3.66306  0.689
52 H 0.84819 2.48684 3.01666  0.366
53 H 2.32958 1.70676 3.57554  0.555
54 H 1.73698 1.41152 1.93879  0.096
55 H -0.67844 1.62289 4.78382  0.248
56 H -0.49249 -0.03395 5.39370  0.337
57 H 0.82754 1.11634 5.54183  0.488
58 H -2.15354 -1.93939 2.21541  -0.323
59 H -0.48484 -2.01376 4.76514  0.270
60 H -1.36208 -3.32789 3.99558  0.510
61 H 0.07388 -2.66318 3.21841  0.305
62 H -2.57094 -0.37037 4.80583  0.260
63 H -3.65766 -0.41780 3.41027  0.302
64 H -3.38071 -1.86824 4.36595  0.513
65 O -6.28287 -2.00402 -3.60395  -0.556
66 N -5.79656 -1.10743 -4.27479  0.967
67 O -6.29453 -0.61937 -5.26208  -0.567
68 C -4.46146 -0.61066 -3.86480  0.078
69 C -3.62374 -0.24994 -4.84228  -0.826
70 C -2.30426 0.19471 -4.52090  1.206
71 C -1.43247 0.65093 -5.52495  -0.942
72 C -0.20943 1.14255 -5.17002  -1.316
73 C 0.12588 1.16258 -3.80921  -0.045
74 N -0.65149 0.69436 -2.85120  0.378
75 C -1.86084 0.20558 -3.19002  -1.051
76 C -2.76966 -0.23231 -2.13735  -0.315
77 N -2.35445 -0.26976 -0.83686  1.111
78 C -3.26797 -0.43174 0.11017  -0.318
79 C -4.62412 -0.61158 -0.13743  -1.525
80 C -5.03728 -0.72423 -1.43445  -0.913
81 C -4.10072 -0.54980 -2.47184  0.993
82 H -3.95257 -0.27541 -5.87416  0.575
83 H -1.75438 0.62059 -6.55957  0.482
84 H 0.48966 1.51599 -5.90597  0.541
85 H 1.07125 1.59375 -3.49186  0.396
86 H -2.92741 -0.41422 1.12747  -0.356
87 H -5.31538 -0.70313 0.68967  0.563
88 H -6.07125 -0.93506 -1.66006  0.654
89 C -3.39590 -5.51306 -2.24893  -0.744
90 C -3.79067 -4.32191 -1.64754  -0.696
91 C -2.87603 -3.59118 -0.90729  0.512
92 C -1.56093 -4.04844 -0.73428  0.854
93 C -1.18854 -5.26500 -1.32605  -0.521
94 C -2.09873 -5.98410 -2.08706  -0.762
95 Si -0.27086 -3.03767 0.09311  -0.061
96 C 0.81042 -4.24085 0.94987  0.456
97 C 0.22783 -5.34624 1.58850  -0.283
98 C 1.02067 -6.28355 2.23009  -0.750
99 C 2.40517 -6.14511 2.22377  -0.696
100 C 2.99820 -5.06276 1.58204  -0.805
101 C 2.20275 -4.11672 0.95597  0.109
102 H -4.10561 -6.07933 -2.84010  0.427
103 H -4.80923 -3.96580 -1.76268  0.489
104 H -3.19076 -2.66723 -0.44917  -0.167
105 H -0.18277 -5.65035 -1.19137  0.450
106 H -1.80010 -6.91871 -2.54563  0.456
107 H -0.11978 -1.25313 -1.68222  -0.296
108 H -0.85056 -5.47421 1.58363  0.539
109 H 0.56347 -7.13257 2.72424  0.459
110 H 3.02349 -6.88774 2.71289  0.413
111 H 4.07775 -4.96311 1.57333  0.480
112 H 2.66820 -3.28515 0.44549  0.426

C48H55BN4OP2SSi2Sr | ωB97M-V/def2-TZVPD

Output
Energy   -3871.8755 Eh
Charge   -2
LUMO energy   3.892 eV
Multiplicity   1
Gap between HOMO and LUMO   4.8629 eV

Last column: Mulliken charge in e.
Element x y z (Å)
1 Sr 0.07173 -0.03496 0.26894  2.781
2 C 0.09646 0.07780 2.56049  -2.285
3 P 1.83415 0.47170 2.18434  1.764
4 C 2.88332 -0.65463 3.18780  0.399
5 C 2.42147 -1.63843 4.05264  0.221
6 C 3.31174 -2.35286 4.84361  -1.049
7 C 4.66901 -2.07875 4.78808  -0.666
8 C 5.14209 -1.09095 3.93364  -0.617
9 C 4.25351 -0.39351 3.13258  -0.851
10 C 1.90485 1.77182 3.53932  0.369
11 C 1.85942 3.10667 3.15329  0.226
12 C 1.74977 4.12421 4.08952  -0.636
13 C 1.67927 3.82250 5.43915  -0.639
14 C 1.72109 2.49404 5.84251  -0.835
15 C 1.83708 1.48126 4.90266  -0.442
16 C -0.56618 1.36019 2.22101  0.748
17 C -1.30062 2.16336 3.07111  -1.246
18 C -1.54360 3.35951 2.36381  -1.636
19 C -0.95738 3.20867 1.11702  0.248
20 C -1.01765 4.13818 -0.07079  -1.602
21 P 0.20410 3.67480 -1.40347  0.682
22 C 1.80540 4.12093 -0.61402  0.372
23 C 2.88409 3.25695 -0.78596  -0.941
24 C 4.13020 3.57843 -0.26274  -0.364
25 C 4.30895 4.75793 0.44252  -0.513
26 C 3.23803 5.62548 0.62369  -0.726
27 C 1.99826 5.30981 0.09144  -0.102
28 C -0.00027 5.18470 -2.45336  0.602
29 C -1.28654 5.47371 -2.91898  -0.352
30 C -1.53781 6.59070 -3.69786  -0.830
31 C -0.50006 7.44512 -4.04409  -0.540
32 C 0.79202 7.13535 -3.64648  -0.637
33 C 1.04313 6.01123 -2.87120  -0.834
34 N -0.33988 1.98930 1.03143  -0.316
35 H -0.06710 -0.17301 3.60745  0.930
36 H -0.24180 -0.76445 1.98367  0.195
37 H 1.35931 -1.83293 4.13110  0.314
38 H 2.94191 -3.12783 5.50432  0.404
39 H 5.35757 -2.62984 5.41843  0.342
40 H 6.20116 -0.86366 3.90208  0.381
41 H 4.60646 0.38422 2.46286  0.511
42 H 1.88094 3.34461 2.10068  0.143
43 H 1.69838 5.15358 3.75319  0.400
44 H 1.56883 4.61306 6.17285  0.348
45 H 1.64834 2.24034 6.89454  0.423
46 H 1.85760 0.45658 5.25103  0.373
47 H -1.59137 1.91721 4.08264  0.478
48 H -2.10525 4.21141 2.72014  0.519
49 H -0.88958 5.18179 0.22656  0.666
50 H -2.00376 4.05788 -0.54094  0.728
51 H 2.72904 2.33600 -1.33659  0.339
52 H 4.96702 2.90545 -0.40858  0.473
53 H 5.27708 5.00241 0.86371  0.329
54 H 3.37124 6.54433 1.18340  0.406
55 H 1.16927 5.99525 0.22357  0.263
56 H -2.09326 4.79855 -2.66280  0.239
57 H -2.54629 6.78982 -4.04176  0.442
58 H -0.69250 8.33554 -4.63087  0.344
59 H 1.61399 7.77719 -3.94304  0.386
60 H 2.06236 5.78335 -2.59011  0.423
61 O 1.63501 -1.49010 0.72507  -0.812
62 N 1.78022 -2.70548 1.21315  0.213
63 C 3.01739 -3.24261 1.23022  -0.198
64 C 3.29730 -4.42714 1.85362  -0.946
65 C 2.25657 -5.09164 2.50961  -0.141
66 C 0.98992 -4.57363 2.44152  -0.930
67 C 0.69994 -3.38118 1.73610  0.574
68 S -0.87864 -2.82010 1.54591  -0.506
69 H 3.76872 -2.63744 0.74357  0.498
70 H 4.31157 -4.79730 1.86391  0.437
71 H 2.44109 -5.99905 3.07180  0.360
72 H 0.15309 -5.05820 2.92264  0.433
73 C -4.10572 -1.51500 -0.59908  -0.795
74 Si -3.94765 0.09322 -1.59975  -0.013
75 C -5.75524 0.41178 -2.18709  -1.190
76 C -3.56141 1.48831 -0.35816  -0.329
77 C -2.83158 0.04923 -3.07074  1.162
78 C -1.84076 -0.96426 -3.15614  -0.194
79 C -1.31102 -1.39010 -4.41887  -0.558
80 C -0.52895 -2.50396 -4.52229  -0.632
81 C -0.25507 -3.25224 -3.36660  -0.854
82 C -0.72277 -2.75238 -2.17087  -0.329
83 N -1.43199 -1.63135 -2.03178  0.312
84 Si -2.71435 1.45006 -4.25634  0.269
85 C -3.61940 1.25782 -5.94991  -1.385
86 C -0.89459 1.85813 -4.62653  -0.546
87 C -3.51774 3.04174 -3.57356  -0.331
88 H -4.86016 -1.42046 0.18827  0.303
89 H -3.14353 -1.74615 -0.14102  -0.037
90 H -4.37802 -2.36198 -1.23268  0.288
91 H -6.45033 0.48042 -1.34310  0.284
92 H -6.09509 -0.39950 -2.83596  0.270
93 H -5.82606 1.34469 -2.75354  0.266
94 H -3.96044 1.30922 0.64363  0.526
95 H -3.95017 2.45056 -0.69614  0.478
96 H -2.47151 1.55756 -0.29919  -0.642
97 H -1.59966 -0.83528 -5.30445  0.151
98 H -0.15329 -2.82917 -5.48693  0.358
99 H 0.31528 -4.17102 -3.40926  0.373
100 H -0.52425 -3.30068 -1.25147  0.230
101 H -3.00525 0.72044 -6.67871  0.326
102 H -3.87740 2.22881 -6.38436  0.311
103 H -4.54536 0.69084 -5.82095  0.371
104 H -0.52490 1.33687 -5.51258  0.413
105 H -0.29510 1.52240 -3.77774  -0.285
106 H -0.71351 2.92594 -4.77729  0.435
107 H -4.60325 2.94932 -3.48750  0.261
108 H -3.30627 3.90113 -4.21580  0.394
109 H -3.12026 3.24679 -2.57637  -0.454
110 B 3.51550 -0.40279 -3.03357  0.812
111 C 2.08225 -0.19819 -2.41101  -0.816
112 N 1.07643 0.00954 -1.87712  0.012
113 H 4.22377 -0.77875 -2.11725  -0.265
114 H 3.47337 -1.23125 -3.91413  -0.228
115 H 3.88590 0.67355 -3.45255  -0.259

Looking at ΔE to the lowest compared entry with this formula, charge and spin for the records above, in order, we have 11.2 102.7 kcal per mole.
Looking at M for the records above, in order, we have 995.23 952.61 g mol⁻¹.